# 1
{
  "formula": "C30H36AsBiN3O4SSi",
  "method": "ωB97M-V/def2-TZVPD",
  "species": ["Bi", "C", "C", "C", "C", "C", "C", "N", "N", "Si", "C", "C", "C", "H", "H", "H", "H", "H", "H", "H", "H", "H", "H", "H", "H", "H", "H", "H", "O", "As", "C", "C", "C", "C", "C", "C", "C", "C", "C", "C", "C", "C", "C", "C", "C", "C", "C", "C", "H", "H", "H", "H", "H", "H", "H", "H", "H", "H", "H", "H", "H", "H", "H", "C", "S", "O", "O", "O", "H", "H", "H", "C", "C", "N", "H", "H", "H"],
  "positions_angstrom": [[0.5387, 1.5125, -0.4271], [-0.7917, 1.5418, -4.4366], [-1.8058, 1.4262, -3.3222], [-3.1331, 1.0915, -3.5683], [-3.9816, 0.8542, -2.4814], [-3.4840, 1.0017, -1.2128], [-2.1518, 1.4030, -1.0211], [-1.3557, 1.5788, -2.0782], [-1.5235, 1.5897, 0.1831], [-2.4970, 2.2335, 1.5292], [-3.5016, 0.8213, 2.3277], [-1.5883, 3.0680, 2.9314], [-3.7511, 3.4891, 0.8004], [-1.3022, 1.7818, -5.3751], [-0.2217, 0.6179, -4.5619], [-0.0833, 2.3607, -4.2351], [-3.4559, 0.9847, -4.6094], [-5.0425, 0.5365, -2.5853], [-4.1390, 0.8681, -0.3448], [-2.7954, 0.2819, 2.9591], [-3.9601, 0.1082, 1.6471], [-4.2798, 1.2670, 2.9487], [-1.0427, 2.3306, 3.5120], [-2.3626, 3.5128, 3.5678], [-0.8631, 3.8280, 2.6144], [-4.3560, 3.1310, -0.0396], [-3.3396, 4.4571, 0.4715], [-4.4974, 3.7297, 1.6085], [0.3546, -0.6512, -1.1632], [1.1351, -2.0649, -0.6421], [0.1894, -2.5590, 0.9734], [0.7325, -3.2545, 2.0394], [-0.0436, -3.4466, 3.1763], [-1.3328, -2.9611, 3.2344], [-1.8785, -2.3199, 2.1574], [-1.1427, -2.1159, 1.0005], [2.9858, -1.4650, -0.5483], [3.3942, -0.4918, -1.4881], [4.7145, -0.0467, -1.4533], [5.5605, -0.5293, -0.4613], [5.1217, -1.4591, 0.4760], [3.8567, -1.9700, 0.3800], [0.9334, -3.4830, -1.8874], [-0.0868, -4.4153, -1.6804], [-0.2138, -5.4962, -2.5199], [0.7388, -5.6744, -3.5067], [1.7824, -4.7703, -3.7003], [1.8516, -3.6484, -2.9166], [1.7315, -3.6472, 2.0146], [0.4533, -3.8857, 4.0089], [-1.8943, -3.0915, 4.1460], [-2.9073, -1.9784, 2.1823], [-1.5437, -1.5707, 0.1576], [2.7006, -0.1341, -2.2478], [5.1332, 0.6225, -2.1908], [6.5628, -0.1727, -0.3823], [5.7949, -1.8736, 1.2132], [3.5288, -2.7219, 1.0784], [-0.8025, -4.1957, -0.8829], [-1.0304, -6.2091, -2.3991], [0.7381, -6.5134, -4.1670], [2.4775, -4.9291, -4.4906], [2.6696, -2.9584, -3.0910], [3.3358, 0.9190, 2.7582], [1.6011, 1.0887, 2.5879], [1.0093, 0.5678, 3.7853], [1.3405, 2.4608, 2.2408], [1.2497, 0.2605, 1.3640], [3.6122, 1.4044, 3.7089], [3.8057, 1.4557, 1.9168], [3.6405, -0.1364, 2.7582], [-0.2604, 6.5044, 1.2409], [-0.0624, 5.3580, 0.3552], [0.1665, 4.4423, -0.3296], [-0.0235, 7.4191, 0.7104], [0.3747, 6.4311, 2.1171], [-1.2869, 6.4989, 1.5649]],
  "atomic_forces_ev_per_a": [[-0.3, -0.6, 0.1], [-0.2, 0.6, 0.0], [0.0, -0.5, -0.6], [0.0, -0.1, -0.5], [-0.4, -0.1, -0.3], [-0.4, 0.2, 1.0], [-0.5, -0.3, -0.4], [0.6, 0.0, 0.3], [0.2, 0.1, 0.7], [-1.1, 0.1, 0.0], [0.6, 0.6, -0.2], [0.2, -0.1, -0.5], [-0.5, 0.2, 0.6], [0.2, -0.2, 0.1], [-0.1, 0.0, 0.1], [-0.2, -0.3, 0.0], [0.0, 0.0, 0.5], [1.0, 0.3, -0.2], [0.4, -0.1, -0.5], [-0.1, -0.1, 0.2], [0.0, 0.0, -0.1], [0.0, -0.1, 0.1], [0.1, -0.1, 0.2], [0.1, 0.0, -0.1], [-0.3, -0.1, 0.1], [0.2, -0.1, 0.2], [0.1, -0.3, 0.2], [0.7, -0.2, -0.6], [-0.2, 0.8, -0.3], [0.0, 1.0, 0.5], [-0.2, 0.2, -0.5], [-0.4, 0.1, 0.0], [0.7, 0.4, -0.6], [0.3, -0.4, 0.8], [-0.8, 0.3, -1.0], [0.8, 0.0, 0.3], [-0.8, 0.2, -1.0], [0.0, -0.5, 0.3], [-0.1, -0.4, 0.3], [-0.4, -0.1, 0.4], [0.9, 0.0, -0.5], [-0.5, -0.2, 0.6], [0.1, -0.2, 0.0], [-0.3, 1.1, 0.5], [-0.2, -0.5, -0.1], [0.6, 0.2, -0.3], [-1.1, -0.3, 0.1], [0.5, 0.3, 0.3], [0.3, 0.0, 0.0], [-0.1, -0.5, 0.6], [-0.2, 0.0, 0.1], [0.1, 0.0, 0.1], [-0.1, 0.0, 0.0], [0.1, -0.1, 0.1], [-0.3, 0.2, -0.1], [0.5, 0.2, -0.1], [0.1, 0.2, 0.1], [0.0, -0.2, 0.1], [0.2, -0.4, -0.2], [0.3, 0.2, 0.0], [-0.4, -0.6, -0.2], [0.5, -0.1, -0.4], [-0.1, 0.2, 0.2], [0.8, 0.3, -0.1], [0.1, -1.2, 0.5], [-0.2, 0.0, -0.2], [-0.3, 1.2, -0.6], [-0.1, 0.0, -0.2], [-0.1, -0.2, -0.4], [-0.1, -0.3, 0.3], [-0.3, 0.4, 0.1], [0.1, -0.3, -0.3], [0.9, -1.7, -1.1], [-0.6, 1.6, 1.3], [-0.1, 0.1, -0.1], [0.2, -0.2, 0.0], [-0.4, 0.2, 0.1]],
  "lowdin_charge": [1.865, -0.024, -0.318, -0.026, -0.041, -0.051, -0.506, 0.020, -0.237, 0.458, -0.161, -0.161, -0.164, 0.082, 0.083, 0.083, 0.118, 0.132, 0.094, 0.021, 0.014, 0.038, 0.016, 0.049, 0.010, 0.016, 0.024, 0.051, -0.647, 1.287, -0.307, -0.077, -0.054, -0.058, -0.073, -0.089, -0.301, -0.114, -0.058, -0.058, -0.071, -0.110, -0.295, -0.084, -0.061, -0.054, -0.064, -0.092, 0.094, 0.106, 0.117, 0.100, 0.097, 0.094, 0.112, 0.105, 0.118, 0.098, 0.106, 0.120, 0.106, 0.106, 0.106, -0.138, 0.369, -0.286, -0.389, -0.573, 0.084, 0.075, 0.066, -0.038, -0.229, 0.098, 0.091, 0.095, 0.081],
  "e_lumo_ev": -2.452,
  "fmax_ev_per_a": 2.231,
  "de_lowest_kcal_mol": 0.0,
  "charge": 1
}

---

# 2
{
  "formula": "C30H36BrN12Tl",
  "method": "ωB97M-V/def2-TZVPD",
  "species": ["Tl", "C", "C", "N", "C", "C", "N", "C", "C", "C", "C", "C", "N", "C", "C", "N", "C", "C", "N", "C", "C", "C", "N", "C", "C", "H", "H", "H", "H", "H", "H", "H", "H", "H", "H", "H", "H", "C", "N", "C", "C", "N", "C", "C", "N", "C", "C", "N", "C", "N", "C", "C", "C", "N", "C", "H", "H", "H", "H", "H", "H", "H", "H", "H", "H", "H", "H", "H", "H", "H", "H", "H", "H", "H", "H", "H", "H", "H", "H", "Br"],
  "positions_angstrom": [[1.0055, 0.1864, -0.5041], [-2.6012, 3.5729, -1.5658], [-1.4317, 2.8819, -1.8491], [-1.2742, 1.6122, -1.4842], [-2.2912, 1.0181, -0.8675], [-3.4145, 1.7483, -0.4920], [-3.5683, 3.0212, -0.8391], [-2.2173, -0.4643, -0.7542], [-3.3653, -1.2181, -0.5827], [-3.3041, -2.6036, -0.6797], [-2.0871, -3.1708, -1.0351], [-0.9762, -2.3634, -1.1890], [-1.0319, -1.0430, -0.9910], [0.3381, -2.8938, -1.6316], [0.5615, -4.2282, -1.9325], [1.7376, -4.6605, -2.3789], [2.6942, -3.7545, -2.5400], [2.4908, -2.4168, -2.2218], [1.3154, -2.0046, -1.7606], [-4.5094, -3.4416, -0.4566], [-4.4184, -4.6112, 0.2860], [-5.5731, -5.3500, 0.5037], [-6.7686, -5.0015, 0.0250], [-6.8412, -3.8828, -0.6987], [-5.7474, -3.0691, -0.9601], [-2.7574, 4.5850, -1.9219], [-0.6073, 3.3626, -2.3586], [-4.2006, 1.3110, 0.1126], [-4.3187, -0.7375, -0.4175], [-2.0336, -4.2341, -1.2207], [-0.2175, -4.9742, -1.8284], [3.6495, -4.0962, -2.9224], [3.2796, -1.6843, -2.3209], [-3.4731, -4.9347, 0.7083], [-5.5385, -6.2613, 1.0905], [-7.8192, -3.6264, -1.0905], [-5.8622, -2.1810, -1.5718], [0.8599, -2.3969, 1.6069], [0.9632, -1.6083, 2.7999], [1.5834, -2.2386, 3.9610], [1.6735, -1.0853, 4.9331], [1.5977, 0.0901, 4.0547], [1.5728, 1.3756, 4.7592], [1.1125, -0.2531, 2.8273], [0.8510, 0.5506, 1.8049], [1.2289, 1.9618, 1.9463], [0.7218, 2.7824, 0.7915], [1.3450, 2.3857, -0.4634], [2.1130, 3.1336, -1.2262], [2.5480, 2.7184, -2.4471], [2.0779, 1.5586, -3.1690], [3.2611, 3.7786, -3.1647], [3.4132, 4.8612, -2.1007], [2.5459, 4.3961, -1.0081], [2.4965, 5.1964, 0.2131], [0.5142, -3.3929, 1.8821], [1.8132, -2.4862, 1.0750], [0.1038, -1.9745, 0.9673], [2.5664, -2.6400, 3.7022], [0.9612, -3.0496, 4.3299], [2.6084, -1.0740, 5.4865], [0.8459, -1.0793, 5.6438], [2.0015, 1.1989, 5.7418], [0.5581, 1.7517, 4.9052], [2.1859, 2.1247, 4.2753], [2.3201, 2.0578, 1.9947], [0.7977, 2.4103, 2.8331], [0.8682, 3.8243, 1.0403], [-0.3592, 2.6300, 0.7155], [2.4015, 0.6322, -2.6940], [2.5470, 1.5622, -4.1499], [0.9918, 1.5590, -3.3183], [2.6807, 4.1206, -4.0228], [4.2219, 3.4155, -3.5223], [3.0824, 5.8367, -2.4482], [4.4415, 4.9500, -1.7508], [3.0768, 6.0957, 0.0298], [2.9469, 4.6829, 1.0627], [1.4867, 5.5124, 0.4607], [3.5485, -0.2680, -0.0177]],
  "atomic_forces_ev_per_a": [[0.3, -0.5, 0.2], [-0.1, 0.0, 0.1], [0.1, -0.2, 0.2], [-0.1, 0.0, -0.2], [0.0, -0.1, 0.0], [-0.1, 0.2, 0.1], [0.1, -0.1, 0.0], [0.0, 0.1, 0.0], [0.0, 0.0, -0.1], [-0.3, -0.1, 0.0], [0.0, -0.1, 0.0], [0.1, 0.0, 0.0], [0.0, 0.4, 0.3], [-0.1, 0.1, 0.1], [0.1, -0.3, -0.1], [-0.1, 0.2, 0.0], [-0.1, -0.1, 0.0], [-0.1, 0.0, 0.0], [0.4, 0.2, -0.1], [0.2, 0.1, 0.0], [0.0, -0.1, 0.0], [-0.2, 0.0, -0.1], [0.3, 0.2, -0.1], [0.0, -0.2, 0.1], [-0.1, 0.1, 0.0], [0.0, 0.0, 0.1], [0.1, 0.0, 0.0], [0.0, 0.0, 0.0], [0.0, 0.0, 0.1], [0.0, 0.0, 0.0], [0.1, 0.0, 0.0], [-0.1, 0.0, 0.0], [0.0, 0.0, 0.0], [-0.1, 0.0, 0.0], [0.0, 0.0, 0.0], [0.0, 0.0, 0.0], [0.0, -0.1, 0.0], [0.1, -0.1, 0.0], [0.0, 0.1, 0.0], [-0.1, 0.0, 0.0], [0.0, 0.1, -0.1], [0.0, 0.2, 0.0], [0.0, -0.2, 0.0], [0.3, 0.0, 0.1], [-0.2, -0.1, 0.1], [0.1, -0.2, 0.1], [0.0, 0.2, -0.2], [-0.2, -0.1, -0.2], [0.0, 0.1, -0.3], [0.0, 0.0, 0.1], [-0.1, 0.1, 0.0], [0.0, -0.1, 0.1], [-0.1, -0.1, 0.1], [-0.1, 0.1, 0.1], [0.2, -0.1, -0.1], [0.0, 0.0, 0.0], [0.0, 0.0, 0.0], [-0.2, 0.1, -0.2], [0.0, 0.0, -0.1], [0.0, -0.1, 0.0], [0.0, 0.0, 0.0], [-0.1, 0.0, 0.0], [0.0, 0.0, 0.0], [0.0, 0.0, 0.0], [0.0, 0.0, 0.0], [0.0, 0.0, 0.1], [-0.1, 0.0, 0.1], [0.0, 0.0, -0.1], [0.0, 0.0, -0.1], [0.0, -0.1, 0.0], [0.0, 0.0, 0.0], [0.0, 0.0, 0.1], [-0.1, 0.0, 0.0], [0.0, 0.0, 0.0], [0.0, 0.1, 0.0], [0.0, 0.0, 0.1], [0.1, 0.0, 0.0], [0.0, -0.1, 0.0], [0.0, 0.1, -0.1], [0.0, 0.1, 0.0]],
  "lowdin_charge": [0.800, -0.072, -0.093, 0.084, -0.202, -0.044, 0.125, -0.167, 0.080, -0.103, 0.077, -0.200, 0.082, -0.205, -0.031, 0.132, -0.056, -0.131, 0.039, -0.183, -0.010, -0.109, 0.089, -0.107, -0.007, 0.124, 0.114, 0.126, 0.125, 0.128, 0.125, 0.129, 0.059, 0.117, 0.117, 0.118, 0.120, -0.058, -0.084, -0.097, -0.100, -0.054, -0.023, -0.330, -0.005, -0.241, -0.221, -0.024, -0.340, -0.080, -0.047, -0.085, -0.085, -0.058, -0.012, 0.114, 0.070, 0.040, 0.138, 0.133, 0.135, 0.136, 0.099, 0.106, 0.082, 0.123, 0.103, 0.093, 0.110, 0.019, 0.111, 0.089, 0.132, 0.133, 0.132, 0.135, 0.101, 0.103, 0.091, 0.220],
  "e_lumo_ev": -6.612,
  "fmax_ev_per_a": 0.588,
  "de_lowest_kcal_mol": 14.1,
  "charge": 2
}

---

# 3
{
  "formula": "C30H36GeN5O10SW",
  "method": "ωB97M-V/def2-TZVPD",
  "species": ["W", "N", "C", "C", "O", "O", "H", "H", "H", "H", "O", "C", "O", "C", "C", "C", "N", "C", "C", "C", "O", "O", "H", "H", "H", "C", "C", "N", "C", "C", "C", "O", "C", "C", "C", "C", "N", "C", "H", "H", "H", "H", "H", "H", "H", "H", "H", "H", "H", "H", "H", "H", "C", "Ge", "C", "C", "C", "H", "H", "H", "H", "H", "H", "H", "H", "H", "H", "H", "O", "C", "N", "S", "O", "O", "C", "C", "C", "C", "C", "C", "H", "H", "H", "H"],
  "positions_angstrom": [[0.6575, -0.8184, -0.5034], [-1.3428, -1.2570, -2.5460], [-1.9579, 0.0478, -2.7927], [-1.7693, 0.8994, -1.5218], [-2.3426, 1.9586, -1.3807], [-0.9305, 0.3813, -0.6821], [-1.2168, -1.7578, -3.4232], [-2.0124, -1.8017, -1.9818], [-3.0282, -0.0085, -3.0248], [-1.4530, 0.5574, -3.6194], [-0.9754, -0.1019, 6.3963], [-0.3296, -1.0031, 5.8623], [0.3876, -1.8874, 6.3239], [-0.3615, -0.9533, 4.2734], [-1.0679, 0.0628, 3.6103], [-0.8992, 0.2503, 2.2614], [-0.0487, -0.4923, 1.5265], [0.5932, -1.5230, 2.1620], [0.4541, -1.7794, 3.5184], [1.5017, -2.2115, 1.2329], [1.6877, -3.4210, 1.1153], [2.1610, -1.3352, 0.4649], [-1.7268, 0.6855, 4.1964], [-1.4417, 1.0108, 1.7051], [1.0010, -2.5824, 3.9896], [-3.4095, 3.6653, 1.2236], [-2.0651, 4.1878, 1.7226], [-1.3469, 4.9415, 0.7191], [-1.9709, 6.1470, 0.2005], [-2.5753, 5.9330, -1.1831], [-0.1468, 4.6147, 0.2042], [0.3892, 5.2892, -0.6627], [0.5554, 3.4084, 0.7540], [1.0837, 3.3822, 2.0541], [1.8800, 2.2796, 2.3859], [2.0513, 1.2615, 1.4915], [1.4700, 1.2103, 0.2419], [0.8001, 2.3620, -0.1035], [-3.8585, 3.0391, 1.9898], [-3.2693, 3.0686, 0.3263], [-4.0940, 4.4817, 1.0054], [-1.4506, 3.3439, 2.0340], [-2.2212, 4.8390, 2.5936], [-1.1888, 6.9094, 0.1232], [-2.7245, 6.4739, 0.9196], [-1.7747, 5.6955, -1.8768], [-3.0787, 6.8370, -1.5174], [-3.2809, 5.1088, -1.1783], [0.9138, 4.1838, 2.7525], [2.3481, 2.2180, 3.3550], [2.6600, 0.4054, 1.7549], [0.4502, 2.4264, -1.1272], [3.6044, -2.7358, -1.6422], [3.1271, -0.8137, -1.9718], [4.1568, -0.5835, -3.7324], [4.2777, 0.2766, -0.7476], [1.3702, 0.0041, -2.3697], [4.6910, -2.7908, -1.6253], [3.2399, -3.3647, -2.4488], [3.2018, -3.1044, -0.7039], [5.1410, -1.0372, -3.6799], [4.2829, 0.4671, -3.9701], [3.6227, -1.0468, -4.5557], [5.2933, 0.2477, -1.1305], [4.2816, -0.1319, 0.2562], [3.9579, 1.3127, -0.7005], [1.0172, -0.4442, -3.3036], [1.5525, 1.0661, -2.5581], [0.9280, -2.4995, -1.5347], [-0.0305, -3.1413, -0.9077], [-0.7459, -2.3268, -0.0694], [-2.1803, -3.0855, 0.2411], [-2.5814, -2.9789, 1.6087], [-3.1279, -2.5632, -0.7346], [-1.6656, -4.6878, -0.3101], [-2.2642, -5.9150, -0.2647], [-1.6666, -6.9774, -0.9423], [-0.4910, -6.7713, -1.6766], [0.1177, -5.5443, -1.7361], [-0.4659, -4.4643, -1.0368], [-3.1789, -6.0511, 0.2908], [-2.1170, -7.9571, -0.9044], [-0.0618, -7.6053, -2.2129], [1.0278, -5.3854, -2.2917]],
  "atomic_forces_ev_per_a": [[-5.9, 3.8, -3.1], [-0.9, -0.1, -0.6], [0.2, -0.2, 0.5], [0.3, -0.5, -1.1], [-0.1, 0.3, 0.2], [-0.9, 1.2, 0.4], [0.1, 0.1, 0.1], [0.4, 0.3, -0.5], [0.1, 0.2, 0.0], [0.0, 0.0, 0.1], [-0.5, 0.6, 0.2], [0.0, 0.0, -0.9], [0.4, -0.6, 0.2], [-0.1, 0.8, 0.3], [0.3, -0.7, 0.5], [0.0, 0.0, -1.3], [0.8, -1.1, 2.3], [-1.0, 1.1, 1.0], [0.2, -0.2, -0.8], [1.7, -3.3, 0.8], [-0.3, 1.5, 0.8], [2.7, -0.4, 2.2], [0.0, 0.1, 0.0], [0.1, -0.1, 0.0], [0.0, 0.0, 0.1], [0.2, 0.0, 0.0], [-0.4, -0.2, 0.2], [0.1, 0.1, 0.1], [0.1, 0.2, -0.3], [0.1, 0.0, 0.2], [-0.1, 0.1, 0.1], [0.2, -0.1, -0.2], [0.5, 0.4, 0.8], [0.2, -1.0, -1.0], [-0.3, 1.1, 0.2], [-0.2, -0.7, -1.6], [-0.1, 2.4, 1.5], [0.7, -1.6, -0.3], [-0.1, 0.0, 0.1], [0.0, 0.0, -0.1], [-0.1, 0.1, 0.0], [-0.1, 0.1, 0.0], [0.1, -0.1, 0.0], [-0.2, 0.0, 0.1], [0.0, 0.0, 0.0], [0.0, 0.0, -0.1], [-0.1, 0.1, -0.1], [-0.1, -0.1, 0.0], [-0.1, 0.1, 0.1], [0.1, -0.1, 0.1], [-0.2, 0.0, 0.0], [-0.1, -0.2, 0.2], [-0.4, 0.6, 0.1], [3.2, 0.1, -2.0], [-0.5, 0.0, 0.6], [-0.4, -0.3, -0.3], [0.8, -0.7, 0.3], [0.2, 0.1, 0.0], [0.0, 0.0, -0.2], [0.1, 0.0, -0.1], [0.2, -0.1, 0.1], [0.0, 0.3, 0.0], [-0.2, -0.1, -0.2], [0.1, 0.0, -0.1], [0.0, -0.1, 0.1], [0.0, 0.2, -0.1], [-0.1, -0.1, 0.4], [0.0, -0.1, 0.4], [-0.7, -1.0, 0.7], [-0.1, 0.1, -0.7], [0.4, -1.9, -1.0], [-1.0, 1.2, -0.1], [0.4, -0.3, 0.1], [0.1, -0.5, 0.4], [1.2, 0.9, -0.6], [-0.3, -0.3, 0.2], [0.1, 0.3, 0.0], [-0.3, -0.4, 0.1], [-0.1, 0.8, 0.2], [-0.2, -1.5, -0.2], [-0.1, -0.1, 0.1], [0.0, -0.1, 0.0], [0.1, -0.1, 0.0], [0.1, 0.0, -0.1]],
  "mulliken_spin": [0.842, 0.024, 0.002, 0.006, 0.017, 0.022, 0.006, -0.006, 0.001, 0.000, 0.000, 0.000, 0.001, 0.005, -0.001, 0.008, -0.007, -0.017, 0.017, 0.111, 0.042, 0.063, 0.000, 0.002, -0.001, 0.000, 0.000, 0.000, 0.000, 0.000, 0.000, 0.000, 0.009, 0.008, -0.003, 0.015, 0.038, 0.010, 0.000, 0.000, 0.000, 0.000, 0.000, 0.000, 0.000, 0.000, 0.000, 0.000, 0.001, 0.000, -0.004, -0.007, 0.002, 0.022, 0.048, -0.005, 0.091, 0.000, 0.000, 0.000, 0.001, -0.002, -0.001, 0.000, 0.000, 0.001, 0.014, 0.000, -0.005, 0.255, 0.096, 0.017, 0.003, 0.004, 0.125, -0.075, 0.162, -0.071, 0.153, -0.068, -0.003, 0.016, -0.003, 0.020],
  "e_lumo_ev": [1.265, 1.253],
  "fmax_ev_per_a": 7.690,
  "multiplicity": 3,
  "de_lowest_kcal_mol": 86.2,
  "charge": -1
}